1.
The following is a DFT calculation (the ωB97M-V functional and the def2-TZVPD basis) of a cluster of 14 separate species, C56H84O42 in total at a distorted geometry.

Each line ends with the Löwdin charge.
Geometry (Å):
C -5.8487 -2.6004 -8.6626  -0.15
H 4.1598 3.0531 6.7911  0.09
H -10.1020 -7.4463 -4.6062  0.09
C -4.8253 -0.6321 -8.6379  -0.54
C 5.6828 -4.9054 0.6975  -0.11
C 2.1745 -1.9287 -9.5900  -0.64
O -3.6683 3.4107 5.5585  0.09
H -0.1040 -2.1332 0.1074  0.09
C -3.6422 5.5599 8.3731  0.00
H 7.1637 4.9964 5.9395  0.14
C 5.6962 11.2437 0.1402  -0.55
C 6.4944 4.1869 6.2308  -0.14
H -8.7046 -9.7671 -2.3098  0.14
H -0.0189 -8.9259 -3.4038  0.09
C -1.6368 11.4516 5.3404  -0.59
H 4.3767 10.2921 -2.7260  0.13
O 0.0506 1.1594 0.5902  0.12
O 4.5898 11.2710 -0.7504  0.03
C -0.5319 -1.1309 0.1226  -0.01
H 5.7404 -7.0008 1.2295  0.15
O -11.0022 -1.3367 4.6373  0.09
O 7.1516 -6.4517 -0.2807  0.07
H 0.2651 9.8464 3.5569  0.16
C -6.9633 3.9136 -2.4020  -0.07
C -3.1293 2.6815 6.5002  -0.58
H 2.8030 1.3574 -8.3354  0.09
C 0.6700 -9.5748 -3.9445  -0.02
O 1.6410 1.4625 -0.8474  0.10
H 6.6382 9.6359 -2.0792  0.15
O -2.6260 1.5860 6.3193  0.13
H -2.9657 -3.3739 -6.7122  0.07
C 6.7902 2.2404 5.2145  -0.56
O 9.8794 -0.0034 -1.4921  0.07
C 0.8144 2.0331 -0.0294  -0.60
H 0.7506 11.8509 3.8210  0.14
O -1.0015 12.4159 4.6686  0.10
H -9.6395 -5.8785 -3.8792  0.09
H -3.5667 3.1231 -3.3287  0.09
H -0.3381 -5.5952 8.2514  0.09
H 12.0648 3.6753 -1.7409  0.09
H 2.0470 -2.6438 6.5867  0.14
O -7.0071 -8.6923 -3.1185  0.08
H 1.7060 -9.4269 -3.6397  0.09
C 2.0120 -3.1800 7.5351  -0.15
C 6.5821 -5.6848 -1.2258  -0.48
O -5.9247 -1.2866 -9.0380  0.10
H -4.3507 -4.4893 -6.8599  0.07
H 7.9950 -6.9531 2.3944  0.08
H -7.2124 4.3584 -1.4386  0.14
C 7.6016 -5.9841 2.0873  -0.01
H -4.0028 -3.6263 -8.9471  0.15
C -5.6348 3.1713 -2.3216  -0.32
C -11.0257 -2.6545 4.5933  -0.59
H -6.4551 -2.7083 -7.7633  0.13
H 0.5390 -9.1551 -4.9418  0.09
C 2.6839 0.4510 -7.7418  -0.02
O 10.2824 1.8939 -2.4876  0.07
O -2.0979 11.6416 6.4704  0.11
O 7.1849 2.9819 6.1990  0.11
C 4.5934 10.1283 -1.6703  -0.07
O 5.9307 12.1335 0.9708  0.11
H -4.6936 4.0685 -4.0734  0.09
O -3.2750 3.3611 7.6183  0.08
O 3.3018 -3.5441 7.7732  0.10
O 2.2324 -5.3435 7.9856  0.12
C -4.0408 -3.4445 -6.8775  -0.01
H 4.6803 -5.0311 1.1065  0.13
H -5.1080 4.8802 5.7248  0.14
O 6.8813 -5.7788 -2.4556  0.08
C 1.3211 -4.4932 7.3391  -0.32
O -9.9993 -3.0865 3.9143  0.09
C -4.2144 4.3863 7.5453  -0.30
C -4.4408 3.7213 -3.0716  -0.03
H -4.4491 -2.8454 -6.0635  0.08
C -0.3164 11.8505 3.5986  -0.14
H 12.1798 1.2525 -2.4626  0.15
C 2.9964 -2.0283 -7.5403  -0.10
H 3.4386 4.5828 6.2456  0.08
O -5.7134 -7.2629 -2.0304  0.14
H -2.4191 10.7912 2.2949  0.10
H 3.8457 -2.7073 -7.4641  0.13
C -9.3069 -2.0351 3.2452  -0.04
H -8.9591 -0.1065 5.3988  0.10
H 7.2437 -5.4379 2.9601  0.08
H -4.0834 4.6344 -2.5956  0.08
O 6.3649 10.2004 -0.0821  0.11
C -0.8848 -11.3758 -4.6363  -0.09
C -9.3669 0.2523 4.4538  -0.02
H -5.3440 3.0000 -1.2851  0.15
H 8.3282 -5.3554 1.5727  0.09
H -3.8537 5.4381 9.4354  0.08
O -8.0092 -7.0878 -2.0153  0.10
O 8.4592 0.6436 -3.2007  0.12
H -0.6237 12.3971 2.7071  0.15
O 3.0928 -0.9990 -9.5469  0.09
H 3.8363 9.3512 -1.5657  0.11
H 1.2560 -4.6985 6.2706  0.16
H 1.5469 -2.5808 8.3178  0.14
C 0.5899 -0.1074 0.4584  -0.34
H -8.6054 0.7020 3.8167  0.08
H 2.6204 -0.2268 -0.2434  0.14
H 12.8267 2.6999 -0.5409  0.08
H -0.8777 -4.2473 7.5064  0.09
C -9.0440 -7.6575 -2.7793  -0.32
C 11.8605 2.8976 -1.0050  -0.01
O 0.6723 3.2510 0.0409  0.12
H -8.2720 -1.9876 3.5840  0.14
H -1.3558 -1.0678 0.8335  0.09
H 1.6329 0.1673 -7.7982  0.10
H 10.9303 0.7255 0.0896  0.14
O 1.2644 -11.8406 -4.2979  0.10
H 11.9375 -0.3021 -0.9777  0.14
C 5.9410 7.9988 -0.8824  -0.03
H 6.9499 7.6461 -0.6685  0.09
C 9.5073 0.7653 -2.5456  -0.47
C 5.3769 4.0805 5.2693  -0.28
C -4.0979 4.6177 6.0393  -0.13
C 0.2906 -11.0233 -3.7778  -0.36
C 11.0832 0.3732 -0.9305  -0.13
H 0.1054 -11.3233 -2.7464  0.16
H -1.7850 -11.5303 -4.0415  0.13
O -4.5635 0.5427 -8.8506  0.13
H -1.9950 9.1531 2.4730  0.09
O -1.4917 10.3154 4.7632  0.13
C 3.2986 -4.7206 8.3589  -0.61
C 6.4715 -6.2330 0.9762  -0.25
H -9.9074 -7.8079 -2.1312  0.16
C -9.3153 -6.8980 -4.0880  -0.01
C -0.6523 10.4338 3.5942  -0.30
C 3.9883 3.6966 5.9283  0.00
H 4.5510 -0.5201 -8.3468  0.16
H 5.3410 7.6840 -0.0286  0.10
C 0.8068 -12.5573 -5.3253  -0.57
H -4.2047 6.4359 8.0500  0.08
O -5.8166 1.9563 -3.0035  0.10
O 7.3309 1.1736 4.9133  0.12
H -9.4753 -2.0760 2.1690  0.13
H 2.6161 -2.0274 -6.5188  0.14
H -0.8776 -0.8174 -0.8624  0.09
H -1.2788 -10.4865 -5.1282  0.13
H 3.3198 3.1906 5.2317  0.08
O 2.0546 -2.4875 -8.4555  0.11
C 11.4517 1.6030 -1.7311  -0.33
H 0.0903 -3.9931 8.9802  0.09
C -6.8316 -7.5989 -2.3492  -0.57
H -9.9847 1.1377 4.6038  0.08
H -8.4150 -6.8590 -4.7012  0.09
H 1.4215 -0.4593 -1.5806  0.14
C 1.6424 0.0456 -0.6402  -0.06
O -7.5406 0.6770 -3.4198  0.10
H -8.7515 -9.4007 -3.9755  0.13
H -6.9079 4.6409 -3.2120  0.14
C 3.4963 -0.7481 -8.1928  -0.27
H -5.1838 3.9518 7.7898  0.16
H 6.0771 -3.9868 1.1321  0.13
O 5.7485 2.8693 4.6367  0.07
C -8.4003 -9.0018 -3.0238  -0.12
H 11.1876 3.1365 -0.1814  0.09
H 1.1493 -0.4972 1.3088  0.15
H 6.2147 4.3849 7.2655  0.14
H -10.8416 -0.4675 2.9665  0.16
H -6.3421 -3.3800 -9.2429  0.14
C -7.1176 1.8061 -3.0993  -0.57
O -3.9163 -1.5005 -8.2289  0.10
H -2.5989 5.7360 8.1111  0.10
O 1.4413 -2.1649 -10.5508  0.12
H 5.6543 7.4682 -1.7904  0.09
C 5.9468 9.4497 -1.2573  -0.27
C -10.1485 -0.8163 3.7319  -0.36
H -1.0728 10.2518 1.4683  0.09
O -11.9159 -3.3518 5.0351  0.14
C -0.0004 -4.5760 8.0636  -0.02
C -4.4049 -2.8259 -8.3260  -0.27
H -3.4137 5.3894 5.6865  0.14
O 5.5895 -4.9044 -0.7148  0.05
O -7.8261 2.8907 -2.8577  0.10
O 1.5430 -13.2356 -6.0585  0.11
O 4.2802 -5.2366 8.8338  0.16
C -1.5513 10.1482 2.4422  -0.04
H 2.9627 0.8094 -6.7509  0.09
H 5.3746 4.9589 4.6239  0.15
O -0.4901 -12.5175 -5.4328  0.13

Multiplicity = 1
Energy above the lowest of the compared OMol25 structures with the same formula, charge and spin = 1167.3 kJ/mol
LUMO = -0.367 eV

=====

2.
The following is a DFT calculation (the ωB97M-V functional and the def2-TZVPD basis) of a cluster of 7 separate species, C56H87F2N9O5S2 in total at a distorted geometry.

Each line ends with the Löwdin charge.
Geometry (Å):
H -3.9046 1.6467 -6.5552  0.11
H -21.3155 3.1338 -7.3570  0.11
H -18.3932 1.0173 -7.2162  0.16
H -3.7022 5.4758 -8.9227  0.13
H -20.7906 1.4765 -6.8849  0.12
H -6.8519 6.4175 -5.4020  0.04
H -12.1508 9.8259 -8.3628  0.07
C -2.9436 4.7085 -8.9693  0.07
H -12.4180 3.9762 -9.0109  0.15
H -1.0437 6.2344 -11.0299  0.12
H -7.0095 7.0125 -12.6910  0.10
H -4.5311 0.9226 -9.8986  0.14
C -7.4278 6.6141 -6.3063  -0.10
C -6.7321 9.1660 -12.5426  -0.14
N -5.9392 2.3717 -9.7067  -0.06
C -11.4392 5.9304 -7.9286  -0.01
C -16.6398 3.8995 -7.0761  -0.12
C -6.3947 7.7359 -12.1554  -0.17
C -15.2708 4.4009 -7.1727  -0.11
H -20.6989 2.1087 -8.5792  0.13
H -10.7503 5.1890 -8.3333  0.10
H -3.2081 5.6110 -0.2205  0.14
H -5.3884 7.3958 -12.3996  0.08
H -6.5566 5.8877 -1.8148  0.10
H -5.6433 1.0298 -8.0888  0.09
H -11.2311 10.3743 -6.8906  0.09
H -7.4836 3.8264 -9.7536  0.14
H -5.1359 7.8750 -1.9279  0.13
C -2.9469 6.6426 -4.4298  -0.13
H -4.0873 5.1932 2.0710  0.09
C -1.0041 2.7189 -8.9900  0.09
H -4.5531 5.6393 -13.2844  0.11
H -8.4877 10.6780 -12.2656  0.14
H -2.5160 -1.4292 -3.6433  0.11
H -14.6747 2.9328 -8.7211  0.14
H -6.6970 9.1870 -13.6318  0.12
H -4.5646 4.1111 -18.4481  0.13
C -14.4474 3.8345 -8.1720  0.06
C -3.4147 4.8031 -2.5970  -0.11
H -3.4346 7.6520 -1.7256  0.14
H -8.0838 5.3535 -7.8332  0.05
C -4.2990 7.2622 -2.2630  -0.05
C -13.2145 4.3722 -8.3985  0.03
H -7.0106 4.5312 -11.9817  0.13
C -7.8870 8.1745 -10.0616  -0.09
C -19.0524 4.2114 -7.2407  0.04
H -3.7406 -0.2268 -4.8934  0.15
N -2.0286 4.7345 -9.9886  -0.07
H -7.3652 1.4054 -8.3118  0.12
H -8.4841 6.8346 -6.1523  0.06
H -19.9734 4.7677 -7.3333  0.16
C -5.2140 3.6307 -13.7388  -0.11
C -16.8840 2.5216 -7.1741  0.04
C -20.5875 2.3390 -7.5197  0.06
H -2.2887 5.2654 -11.9492  0.09
C -4.8931 5.9173 1.9510  -0.08
C -8.1319 9.6702 -12.0516  -0.08
H -10.4802 9.4527 -10.6356  0.13
H -0.6726 -1.2914 -3.4312  0.13
H -5.9912 5.4228 -3.5165  0.08
C -5.8690 5.3165 -2.4386  0.05
H -6.2204 10.4837 -10.4084  0.09
H -3.4302 5.3793 -17.6297  0.11
H -1.3858 -2.2151 -4.7976  0.13
H -9.0934 10.2274 -7.9219  0.12
C -2.9516 1.1846 -6.3438  0.03
C -6.3524 1.8002 -8.3920  0.04
N -4.4679 4.1754 -16.2890  -0.06
H -15.4434 6.1304 -5.7573  0.14
C -7.2058 10.6349 -9.9676  0.06
S -3.8791 9.9514 -7.7298  0.42
C -3.8989 4.3952 -17.6331  0.05
C -18.1577 2.0708 -7.2470  0.03
C -2.0584 5.8370 -11.0501  0.08
H -0.3068 3.9873 -10.7579  0.15
H -8.9421 8.9909 -12.3167  0.13
H -2.8035 6.6098 -10.8610  0.08
O -1.2713 10.8548 -9.4969  -0.25
H -3.8414 1.7376 -12.3588  0.13
H 0.3669 1.5466 -6.8762  0.14
C -1.8932 2.7485 -7.9288  -0.18
O -2.7280 9.3353 -7.0784  -0.30
C -11.2426 10.2892 -7.9772  -0.10
H -7.2221 10.6909 -8.8792  0.10
C -6.6329 3.3843 -10.2509  0.00
H -6.1408 6.2800 0.3652  0.11
H -3.8386 8.6752 -3.9688  0.12
C -14.8411 5.5572 -6.4465  0.11
N -3.7560 11.1451 -8.6498  -0.23
C -4.7808 4.9354 -14.0713  0.04
C -4.3813 5.1564 -15.3498  0.04
H -5.0534 2.2329 -16.8039  0.17
H -9.8509 11.0621 -10.3561  0.13
H -4.4736 4.5264 -0.2906  0.13
C -4.0266 7.6082 -3.8490  -0.11
H -4.9173 7.5303 0.4670  0.12
N -12.7708 5.4759 -7.7280  -0.10
F -3.1122 11.3253 -10.9756  -0.24
C -4.9898 2.9355 -15.9861  0.04
S -2.6476 10.3636 -9.7089  0.63
C -5.4030 2.6654 -14.7389  0.05
C -6.3334 3.8397 -11.5025  0.03
H -3.9307 6.0532 -15.7486  0.16
H -7.4481 4.5335 -6.4252  0.07
H 0.4337 -0.3241 -5.2956  0.17
H -3.0335 3.7359 -17.7000  0.12
C -5.3365 3.2926 -12.2828  -0.15
N -4.4544 5.7602 -1.9700  -0.23
C -9.7611 10.0211 -10.0458  -0.04
C -1.0827 3.7664 -10.0399  0.06
H -5.9667 4.2523 -2.2238  0.10
C -0.5764 1.2543 -6.4390  0.06
H -13.1838 6.8983 -6.1492  0.15
H -3.5079 3.8136 -7.0883  0.11
H -4.6736 6.8089 2.5384  0.09
C -4.5406 2.2646 -11.7266  0.09
H -2.0471 6.9505 -3.8972  0.12
C -2.8660 0.2194 -5.3434  0.07
N -8.2674 9.6197 -10.5407  -0.22
F -4.3995 10.7827 -6.4599  -0.20
C -5.0812 6.4560 0.5508  -0.22
C -2.9016 3.6719 -7.9707  0.04
C -13.5196 6.0749 -6.7621  0.07
H -6.2582 2.6492 -7.7151  0.08
N -19.2331 2.8965 -7.2786  -0.06
H -9.7798 8.7956 -8.2010  0.08
H -10.9442 6.1077 -6.9738  0.11
C -7.2674 5.3611 -7.1111  -0.55
H -5.9598 9.8808 -12.2582  0.12
H -0.2341 1.9884 -9.1897  0.13
H -2.4444 5.0056 -2.1436  0.14
H -7.8296 8.1062 -8.9753  0.10
H -4.8899 7.5163 -4.5081  0.08
N -1.5901 -0.2188 -4.9485  -0.08
C -4.8951 1.8254 -10.3663  0.04
C -17.7690 4.7762 -7.1104  0.10
O -5.0376 9.0824 -8.0746  -0.37
H -11.4659 11.3115 -8.2823  0.09
H -5.7833 1.6970 -14.4490  0.15
C -0.4559 0.2466 -5.5174  0.05
O -2.9567 9.0812 -10.3194  -0.34
H -17.6183 5.8456 -7.1182  0.13
H -4.0710 4.6164 -4.6410  0.09
H -11.4561 6.8199 -8.5584  0.11
H -7.6436 11.5592 -10.3446  0.11
H -2.4592 4.5135 -4.4526  0.10
C -9.9213 9.8313 -8.5099  -0.25
C -3.2843 5.1199 -4.0790  -0.17
C -1.7990 1.7388 -6.8711  -0.14
H -16.0657 1.8252 -7.2828  0.14
C -1.5273 -1.3892 -4.1005  0.04
H -8.6830 7.4871 -10.3478  0.12
O -6.0387 5.1861 -7.7290  -0.34
H -2.6888 6.6961 -5.4874  0.10
C -4.2777 5.5897 -0.4292  -0.13
H -5.6669 8.3391 -10.0917  0.07
H -6.4007 6.7304 -10.1615  0.08
H -5.7796 5.5558 2.4721  0.09
C -6.4560 7.7459 -10.5539  -0.13
H -6.9088 7.5166 -6.6290  0.06
H -3.6759 3.7866 -2.3025  0.13

Multiplicity = 1
Net charge = +6
LUMO = -12.915 eV